ORCA calculation (ωB97M-V with the def2-TZVPD basis set) on C25H40F3N5O8RuSi as an isolated structure.

Element x y z (Å)
Ru -0.657218 0.022910 -1.847878
F -3.806288 -3.313201 -2.734091
C -3.077643 -2.732002 -3.683963
F -2.433525 -3.654234 -4.373779
F -3.884236 -2.048022 -4.497543
C -2.090733 -1.747193 -3.027775
O -0.860833 -1.866169 -3.159253
O -2.576010 -0.790165 -2.344322
C -2.325125 3.135072 -4.994448
N -2.553968 2.948709 -3.550345
C -3.533253 3.623632 -2.863398
C -3.777264 3.402579 -1.556603
C -2.985444 2.428999 -0.873950
N -2.010114 1.813655 -1.566981
C -1.826724 2.054790 -2.865253
O -0.910175 1.341165 -3.417006
N -3.149248 2.113848 0.391534
H -2.992924 3.915651 -5.344403
H -2.534861 2.205933 -5.518408
H -1.293691 3.430305 -5.166075
H -4.097561 4.340485 -3.442911
H -4.557462 3.944534 -1.044039
H -3.875815 2.551261 0.934978
H -2.576832 1.398878 0.845643
N 6.204828 -0.157341 -3.780759
C 5.607404 -0.597889 -2.653618
O 6.177723 -1.075261 -1.700523
C 4.102143 -0.433881 -2.574364
C 3.401753 -1.371765 -1.826655
C 2.047591 -1.214400 -1.653721
N 1.390721 -0.161242 -2.172085
C 2.054621 0.748158 -2.906750
C 3.410860 0.638335 -3.126426
H 7.199738 -0.300435 -3.864254
H 5.687915 0.027816 -4.622284
H 3.924362 -2.202775 -1.373634
H 1.455438 -1.922489 -1.095609
H 1.477907 1.565074 -3.316736
H 3.915484 1.404199 -3.699192
C 1.755151 -2.386030 3.611559
C 1.067539 -2.999229 2.403804
C 2.045397 -3.172192 1.254961
C 0.391619 -4.310522 2.754647
O -0.013836 -2.113222 1.961428
Si -0.205605 -0.636086 1.416709
O -0.591974 -0.792040 -0.263113
O 1.155283 0.210735 1.387627
C 1.585623 1.588283 1.474853
C 1.416991 2.062581 2.908213
C 3.044769 1.589070 1.053793
C 0.743732 2.432456 0.527203
O -1.530688 0.126466 1.973305
C -2.315934 -0.213237 3.186227
C -3.353011 0.885783 3.337300
C -2.992650 -1.556542 2.968654
C -1.383472 -0.223276 4.384043
H 2.585507 -3.023896 3.914619
H 1.071752 -2.313678 4.457121
H 2.152110 -1.396805 3.378913
H 2.848457 -3.846602 1.551153
H 2.491932 -2.211189 0.988706
H 1.541239 -3.610400 0.390249
H 1.137367 -5.037191 3.076488
H -0.137243 -4.714149 1.891252
H -0.320965 -4.170803 3.567780
H 1.967629 1.413864 3.589565
H 0.363744 2.060684 3.192916
H 1.801192 3.076832 3.017414
H 3.632276 0.949995 1.712380
H 3.454583 2.598129 1.096813
H 3.146510 1.214954 0.032136
H -0.311866 2.386072 0.804846
H 0.865721 2.088437 -0.506481
H 1.058072 3.475700 0.566164
H -4.096136 0.831930 2.538973
H -2.877783 1.869143 3.352492
H -3.885179 0.757175 4.278651
H -3.568263 -1.544143 2.041325
H -3.679014 -1.756685 3.791590
H -2.267683 -2.366436 2.919385
H -0.972387 0.769143 4.571704
H -0.562073 -0.923297 4.236374
H -1.930001 -0.537327 5.273099

Forces on the atoms, in the same order (eV/Å):
-0.02 0.05 -0.08
-0.01 0.01 -0.01
-0.01 -0.01 0.02
0.00 0.00 -0.02
-0.01 -0.01 0.00
-0.01 0.01 0.00
0.02 0.00 0.01
0.01 -0.02 0.03
0.00 -0.01 0.00
-0.02 0.00 0.05
0.00 0.01 -0.03
-0.02 0.02 0.04
0.04 -0.05 -0.01
-0.02 0.00 0.04
0.00 0.03 -0.04
0.02 -0.02 -0.02
-0.01 0.01 -0.04
0.00 0.00 0.00
0.00 0.00 0.00
0.00 0.00 0.00
0.00 0.00 0.00
0.00 0.01 -0.01
0.00 0.01 0.00
0.00 0.00 0.02
0.00 0.01 0.00
0.00 -0.03 0.00
0.00 0.01 0.00
0.01 0.02 0.00
-0.01 0.02 0.00
-0.02 -0.03 -0.01
-0.06 0.07 -0.04
0.04 -0.04 0.02
0.01 0.02 -0.02
0.00 0.00 0.00
0.00 0.00 0.00
0.00 0.00 0.00
0.01 -0.01 0.01
-0.01 0.00 0.01
0.00 0.00 0.00
-0.01 -0.02 0.01
-0.01 0.03 -0.03
0.00 0.00 -0.01
0.00 -0.01 0.01
-0.05 -0.04 0.04
0.04 0.05 -0.11
0.04 -0.10 0.08
0.07 -0.04 0.04
-0.02 0.04 0.00
0.01 -0.01 0.00
0.00 -0.01 -0.01
-0.02 -0.01 0.00
-0.03 0.02 0.01
-0.02 -0.03 0.06
0.01 0.01 -0.04
0.01 0.01 -0.03
0.03 0.01 0.01
0.01 0.01 0.01
0.00 0.01 0.00
0.00 0.00 -0.01
0.00 -0.01 -0.01
0.01 -0.01 0.01
0.00 0.01 0.00
0.00 -0.01 0.00
0.01 0.00 0.00
0.00 0.01 0.00
0.00 0.00 0.00
0.00 0.00 -0.01
0.00 0.01 0.01
-0.01 0.00 0.00
0.00 0.00 0.00
0.00 0.00 -0.01
0.00 0.01 0.01
0.02 0.00 0.00
0.00 0.00 -0.01
-0.01 0.00 0.01
-0.01 0.00 0.00
0.00 0.00 0.01
-0.02 0.00 0.01
0.00 0.00 0.00
0.01 0.00 0.01
-0.01 0.00 0.00
-0.02 -0.02 0.01
-0.01 0.01 0.01

LUMO energy (spin up / spin down) (eV): -6.79 / -8.32
2S+1: 5
HOMO energy (spin up / spin down) (eV): -14.960 / -14.955
Charge: +2
Molar mass (g mol⁻¹): 724.77
Calculated total energy (a.u.): -2536.0584
Orbital gap (spin up / spin down) (eV): 8.2 / 6.6

Population analysis type Mulliken, resulting atomic charges in e:
1. Ru 0.89
2. F -0.23
3. C 0.81
4. F -0.22
5. F -0.23
6. C 0.70
7. O -0.51
8. O -0.59
9. C -0.83
10. N 0.17
11. C -0.22
12. C -1.17
13. C 0.78
14. N 0.55
15. C 0.27
16. O -0.69
17. N 0.13
18. H 0.32
19. H 0.33
20. H 0.32
21. H 0.41
22. H 0.50
23. H 0.31
24. H -0.10
25. N -0.35
26. C 0.05
27. O -0.56
28. C 0.69
29. C -0.66
30. C -1.04
31. N 0.62
32. C -0.54
33. C -0.90
34. H 0.27
35. H 0.20
36. H 0.60
37. H 0.78
38. H 0.70
39. H 0.47
40. C -1.61
41. C 1.73
42. C -1.15
43. C -1.75
44. O 0.07
45. Si -1.87
46. O 0.08
47. O 1.27
48. C 1.73
49. C -1.66
50. C -1.40
51. C -1.34
52. O 0.23
53. C 1.62
54. C -2.09
55. C -1.46
56. C -1.49
57. H 0.54
58. H 0.39
59. H 0.14
60. H 0.60
61. H -0.17
62. H 0.38
63. H 0.44
64. H 0.34
65. H 0.39
66. H 0.35
67. H 0.17
68. H 0.53
69. H 0.35
70. H 0.44
71. H 0.14
72. H 0.07
73. H 0.08
74. H 0.68
75. H 0.41
76. H 0.37
77. H 0.49
78. H 0.34
79. H 0.52
80. H 0.08
81. H 0.37
82. H 0.10
83. H 0.54